No. 1
Below is a molecular structure, C36H32ClF3LaN10OS2Se, with properties calculated with wB97M-V/def2-TZVPD.

Summary:
- net charge = +1
- LUMO level (eV) = -2.8864
- relative energy (zero: lowest compared OMol25 entry of this formula, charge and spin) (kJ/mol) = 20.06
- M (g/mol) = 995.17
- 2S+1 = 1

Last column: Mulliken charge in e.
Cartesian coordinates (Å):
La  0.083  0.044  -0.059  2.151
C  -0.381  -6.678  -1.967  -1.299
C  -1.090  -5.370  -1.659  -0.302
N  -0.574  -4.775  -0.437  0.003
C  -0.092  -3.533  -0.247  0.225
S  -0.178  -2.398  -1.561  -0.712
N  0.325  -3.344  1.002  -1.254
N  0.798  -2.097  1.300  1.203
C  1.258  -1.951  2.500  0.772
C  1.226  -3.024  3.544  -1.891
C  1.974  -0.686  2.807  0.260
C  2.407  -0.414  4.096  -0.871
C  3.156  0.729  4.333  -0.814
C  3.474  1.555  3.271  -1.147
C  2.991  1.219  2.015  -0.134
N  2.244  0.141  1.782  0.462
H  -0.782  -7.117  -2.881  0.383
H  -0.519  -7.405  -1.164  0.360
H  0.688  -6.516  -2.102  0.307
H  -2.166  -5.536  -1.552  0.215
H  -0.953  -4.655  -2.465  0.336
H  -0.463  -5.378  0.366  0.335
H  0.831  -3.942  3.128  0.355
H  0.597  -2.717  4.384  0.340
H  2.227  -3.206  3.941  0.502
H  2.166  -1.089  4.904  0.509
H  3.497  0.958  5.334  0.443
H  4.072  2.445  3.399  0.489
H  3.183  1.860  1.164  0.557
Se  3.138  1.634  -7.685  0.274
N  3.909  1.251  -6.127  -0.850
C  2.943  1.075  -5.265  1.099
C  3.167  0.729  -3.860  0.506
C  4.448  0.525  -3.350  -0.811
C  4.590  0.161  -2.033  -1.205
C  3.445  0.023  -1.257  -0.397
N  2.220  0.234  -1.723  0.774
C  2.071  0.578  -3.014  -0.894
C  0.695  0.766  -3.522  -0.750
N  -0.318  0.635  -2.649  0.502
C  -1.563  0.736  -3.095  -0.025
C  -1.880  0.990  -4.424  -1.112
C  -0.849  1.158  -5.318  -0.818
C  0.465  1.047  -4.866  0.507
C  1.606  1.221  -5.766  1.084
N  1.486  1.514  -7.033  -0.847
H  5.300  0.646  -4.007  0.544
H  5.562  -0.022  -1.597  0.495
H  3.513  -0.279  -0.221  0.499
H  -2.347  0.624  -2.359  0.170
H  -2.914  1.057  -4.731  0.497
H  -1.027  1.373  -6.363  0.544
F  2.417  4.977  1.788  -0.216
C  1.140  5.145  2.167  0.239
F  0.485  5.712  1.144  -0.218
F  1.147  6.043  3.168  -0.327
C  0.512  3.844  2.603  -0.774
C  0.130  3.692  3.921  -0.399
C  -0.410  2.487  4.359  -1.464
C  -0.555  1.489  3.424  -0.566
N  -0.214  1.626  2.140  1.006
C  0.353  2.773  1.695  1.414
S  0.873  2.821  0.036  -0.567
H  0.261  4.513  4.611  0.583
H  -0.707  2.334  5.386  0.514
H  -0.980  0.529  3.701  0.360
C  -2.730  4.060  0.054  -1.210
C  -2.658  2.629  0.487  0.972
C  -3.314  2.241  1.776  -1.333
O  -2.046  1.825  -0.200  -0.175
H  -3.566  4.594  0.503  0.422
H  -2.759  4.124  -1.032  0.321
H  -1.795  4.531  0.379  0.162
H  -4.396  2.346  1.654  0.456
H  -3.018  2.933  2.568  0.351
H  -3.071  1.217  2.047  0.184
Cl  -3.650  -4.672  1.849  -0.201
C  -3.720  -3.150  1.035  0.032
C  -4.842  -2.774  0.323  -0.335
C  -4.827  -1.534  -0.293  -1.187
C  -3.699  -0.741  -0.183  -0.326
N  -2.604  -1.116  0.483  0.480
C  -2.628  -2.302  1.098  -0.933
H  -5.700  -3.431  0.261  0.468
H  -5.682  -1.185  -0.855  0.463
H  -3.664  0.233  -0.651  0.508
H  -1.747  -2.609  1.644  0.725

No. 2
Below is a molecular structure, C26H35N6SbSeTc, with properties calculated with wB97M-V/def2-TZVPD.

Summary:
- net charge = +4
- LUMO level (spin up / spin down) (eV) = -12.2738 / -13.7700
- M (g/mol) = 730.33
- 2S+1 = 4

Last column: natural (NBO) charge in e.
Cartesian coordinates (Å):
Tc  0.133  0.051  0.004  0.975
C  -1.605  2.433  0.691  -0.274
N  -1.384  1.014  1.172  -0.399
C  -2.644  0.199  1.076  -0.270
C  -2.765  -0.473  -0.265  0.205
C  -3.984  -0.890  -0.752  -0.209
C  -4.031  -1.597  -1.947  -0.056
C  -2.848  -1.859  -2.629  -0.213
C  -1.661  -1.408  -2.100  0.068
N  -1.613  -0.727  -0.934  -0.486
C  -0.864  1.056  2.581  -0.259
C  0.589  1.434  2.561  0.202
C  1.183  2.101  3.605  -0.209
C  2.549  2.360  3.552  -0.052
C  3.274  1.953  2.439  -0.206
C  2.624  1.297  1.420  0.078
N  1.299  1.029  1.470  -0.497
C  -1.008  2.725  -0.656  0.222
C  -1.299  3.909  -1.302  -0.210
C  -0.686  4.182  -2.514  -0.054
C  0.200  3.251  -3.051  -0.217
C  0.440  2.089  -2.364  0.065
N  -0.153  1.819  -1.176  -0.529
H  -1.164  3.112  1.422  0.261
H  -2.675  2.636  0.680  0.263
H  -3.509  0.829  1.277  0.262
H  -2.616  -0.560  1.857  0.254
H  -4.891  -0.665  -0.203  0.272
H  -4.980  -1.939  -2.342  0.280
H  -2.845  -2.402  -3.565  0.277
H  -0.717  -1.580  -2.597  0.226
H  -0.987  0.068  3.022  0.242
H  -1.450  1.754  3.179  0.264
H  0.590  2.418  4.454  0.273
H  3.037  2.880  4.368  0.281
H  4.336  2.147  2.361  0.275
H  3.144  0.966  0.534  0.221
H  -1.994  4.612  -0.858  0.271
H  -0.897  5.108  -3.036  0.279
H  0.694  3.431  -3.996  0.272
H  1.111  1.337  -2.748  0.212
C  4.979  0.273  -1.339  -0.417
N  4.248  0.014  -2.591  -0.300
C  4.794  0.194  -3.842  -0.011
C  3.871  -0.212  -4.741  -0.020
N  2.772  -0.636  -4.029  -0.302
C  1.574  -1.235  -4.643  -0.415
C  3.007  -0.468  -2.719  0.231
Se  1.892  -1.128  -1.340  0.066
H  6.032  0.070  -1.508  0.272
H  4.617  -0.398  -0.565  0.226
H  4.860  1.315  -1.048  0.229
H  5.794  0.570  -3.989  0.283
H  3.919  -0.258  -5.817  0.284
H  1.825  -1.518  -5.660  0.271
H  0.757  -0.517  -4.667  0.221
H  1.290  -2.127  -4.093  0.232
C  -1.493  -2.805  2.802  -0.957
Sb  0.113  -2.395  1.478  1.249
C  0.050  -4.099  0.232  -0.939
C  1.781  -2.601  2.757  -0.945
H  -1.250  -3.786  3.216  0.287
H  -2.445  -2.871  2.274  0.255
H  -1.553  -2.086  3.619  0.251
H  0.349  -4.939  0.860  0.281
H  0.723  -4.014  -0.618  0.258
H  -0.978  -4.235  -0.101  0.259
H  1.844  -3.659  3.017  0.281
H  1.594  -2.016  3.656  0.257
H  2.704  -2.284  2.278  0.256

No. 3
Below is a molecular structure, C36H47BrF4HfN6PS in a non-equilibrium geometry, with properties calculated with wB97M-V/def2-TZVPD.

Summary:
- net charge = +3
- LUMO level (eV) = -8.6751
- relative energy (zero: lowest compared OMol25 entry of this formula, charge and spin) (kJ/mol) = 0.00
- M (g/mol) = 961.24
- 2S+1 = 1

Last column: Mulliken charge in e.
Cartesian coordinates (Å):
Hf  -1.840  -0.325  -0.581  0.891
N  -2.514  -1.181  1.511  -0.554
C  -1.786  -2.490  1.775  -0.404
C  -1.722  -3.267  0.514  -0.594
N  -0.900  -2.448  -0.442  -0.296
C  -0.641  -2.989  -1.790  0.227
C  -1.676  -2.630  -2.873  -0.986
N  -2.217  -1.223  -2.682  -0.452
H  -2.329  -0.545  2.265  0.297
H  -3.523  -1.366  1.525  0.298
H  -2.356  -3.100  2.535  0.486
H  -0.768  -2.292  2.211  -0.020
H  -2.720  -3.431  0.002  0.383
H  -1.297  -4.270  0.718  0.492
H  0.021  -2.474  0.008  0.011
H  -0.580  -4.096  -1.748  0.624
H  0.358  -2.573  -2.147  -0.445
H  -2.531  -3.311  -2.855  0.293
H  -1.244  -2.684  -3.872  0.512
H  -3.215  -1.173  -2.967  0.466
H  -1.724  -0.650  -3.424  0.118
F  -0.820  3.916  6.334  -0.236
C  -0.233  3.224  5.348  0.320
C  1.018  2.644  5.596  0.285
F  1.552  2.764  6.827  -0.233
C  1.591  1.808  4.623  0.148
F  2.841  1.295  4.778  -0.320
C  0.842  1.481  3.472  -0.209
P  1.374  0.335  2.223  1.387
C  1.846  -1.057  3.262  0.254
C  2.659  -2.050  2.685  -0.584
C  3.061  -3.153  3.420  -0.709
C  2.603  -3.310  4.744  -0.590
C  1.821  -2.340  5.329  -0.776
C  1.344  -1.272  4.577  -0.502
C  2.735  1.287  1.576  0.840
C  4.080  0.871  1.727  -0.643
C  5.046  1.607  1.081  -0.634
C  4.771  2.769  0.372  -0.820
C  3.449  3.190  0.268  -0.487
C  2.435  2.462  0.858  -0.660
C  -0.431  2.035  3.275  0.100
Br  -1.593  1.661  1.677  -0.192
C  -0.955  2.946  4.165  0.485
F  -2.193  3.469  3.989  -0.293
H  2.981  -1.922  1.648  0.330
H  3.760  -3.848  2.986  0.467
H  2.872  -4.191  5.332  0.426
H  1.553  -2.453  6.412  0.381
H  0.595  -0.642  5.053  0.514
H  4.347  0.079  2.415  0.526
H  6.040  1.230  1.093  0.490
H  5.586  3.321  -0.109  0.423
H  3.169  4.011  -0.352  0.518
H  1.419  2.863  0.756  0.188
C  -1.562  3.097  -1.148  -1.382
N  -2.431  1.903  -1.357  0.600
C  -2.593  1.898  -2.837  -1.427
C  -3.759  2.223  -0.770  -1.779
C  -4.472  0.963  -0.393  0.781
C  -5.729  1.094  0.246  -1.066
C  -6.490  -0.025  0.397  -0.674
C  -6.100  -1.228  -0.184  -0.843
C  -4.905  -1.358  -0.859  0.363
C  -3.967  -0.320  -0.688  0.943
H  -1.835  3.890  -1.817  0.456
H  -0.537  2.824  -1.322  0.276
H  -1.671  3.490  -0.140  0.604
H  -2.806  2.907  -3.132  0.591
H  -3.420  1.303  -3.207  0.444
H  -1.661  1.638  -3.316  0.019
H  -4.375  2.803  -1.457  0.594
H  -3.598  2.876  0.101  0.712
H  -6.111  2.097  0.531  0.477
H  -7.475  0.082  0.868  0.448
H  -6.723  -2.082  -0.121  0.536
H  -4.692  -2.269  -1.430  0.402
C  0.944  1.426  -4.702  -0.851
N  2.063  0.736  -4.079  0.063
C  3.360  1.328  -4.460  -0.935
C  1.890  -0.124  -3.017  -0.712
S  0.663  0.297  -1.800  0.433
N  2.665  -1.276  -2.954  0.500
C  3.006  -1.983  -1.741  -0.741
C  3.394  -1.752  -4.169  -1.216
H  1.269  1.946  -5.590  0.470
H  0.449  2.158  -4.054  0.204
H  0.171  0.682  -4.960  0.224
H  3.510  2.314  -4.019  0.347
H  3.389  1.451  -5.543  0.342
H  4.180  0.647  -4.156  0.331
H  2.556  -1.506  -0.848  -0.049
H  4.105  -1.973  -1.713  0.435
H  2.676  -3.015  -1.812  0.380
H  2.898  -1.342  -5.073  0.381
H  3.287  -2.861  -4.211  0.396
H  4.471  -1.471  -4.189  0.376

The highest net charge belongs to which entry? C26H35N6SbSeTc

What is the formula in the third record? C36H47BrF4HfN6PS

Number 3 is which compound? C36H47BrF4HfN6PS